ORCA calculation (wB97M-V/def2-TZVPD) on a cluster of 5 separate species, C24H59N2O14P3 in total at a distorted geometry.

Last column: Löwdin charge in e.
Positions of all 102 atoms, in Å:
C  -2.205  1.445  -0.289  -0.317
O  -1.543  1.576  0.734  -0.008
N  -3.556  1.572  -0.367  -0.194
C  -4.268  1.407  -1.629  -0.055
C  -4.380  1.866  0.783  -0.042
H  -1.803  1.105  -1.259  0.130
H  -4.547  2.378  -2.053  0.093
H  -5.144  0.804  -1.415  0.064
H  -3.657  0.967  -2.418  0.086
H  -5.026  1.026  1.040  0.090
H  -3.691  2.022  1.613  0.085
H  -4.947  2.777  0.594  0.087
C  -8.604  4.597  0.119  -0.364
O  -8.042  3.589  -0.206  0.024
N  -8.745  4.996  1.400  -0.202
C  -9.710  6.021  1.781  -0.054
C  -8.123  4.281  2.461  -0.068
H  -8.943  5.356  -0.601  0.136
H  -10.307  6.342  0.934  0.082
H  -9.186  6.906  2.174  0.089
H  -10.300  5.690  2.637  0.087
H  -8.727  3.450  2.848  0.099
H  -7.197  3.821  2.115  0.080
H  -7.869  4.914  3.312  0.092
C  -5.554  -7.129  -0.110  -0.073
C  -4.274  -7.212  -0.928  -0.245
O  -3.437  -6.068  -0.766  -0.182
P  -3.662  -4.672  -1.483  0.352
O  -3.589  -4.691  -2.936  -0.209
O  -2.601  -3.777  -0.744  -0.161
C  -2.457  -3.739  0.681  -0.261
C  -1.370  -4.654  1.189  -0.080
O  -5.041  -4.179  -0.877  -0.205
C  -5.936  -3.344  -1.648  -0.234
C  -5.689  -1.891  -1.279  -0.077
H  -6.158  -6.274  -0.397  0.060
H  -6.152  -8.039  -0.180  0.079
H  -5.307  -7.045  0.953  0.082
H  -3.681  -8.055  -0.582  0.118
H  -4.521  -7.363  -1.981  0.120
H  -2.184  -2.722  0.980  0.120
H  -3.412  -3.945  1.173  0.115
H  -1.525  -5.690  0.868  0.069
H  -0.387  -4.441  0.749  0.081
H  -1.205  -4.637  2.264  0.079
H  -5.766  -3.534  -2.706  0.111
H  -6.944  -3.624  -1.347  0.117
H  -5.475  -1.804  -0.213  0.083
H  -4.859  -1.469  -1.843  0.069
H  -6.578  -1.276  -1.444  0.080
C  7.266  1.181  3.231  -0.063
C  5.838  0.724  3.060  -0.248
O  5.168  1.606  2.104  -0.203
P  4.432  2.902  2.680  0.353
O  4.717  3.194  4.084  -0.223
O  4.859  4.028  1.669  -0.168
C  4.982  3.776  0.243  -0.243
C  6.437  3.747  -0.150  -0.066
O  2.920  2.610  2.329  -0.180
C  1.825  2.840  3.264  -0.238
C  0.687  3.443  2.505  -0.081
H  7.261  2.243  3.483  0.081
H  7.604  0.718  4.166  0.084
H  7.918  0.995  2.386  0.063
H  5.699  -0.249  2.586  0.103
H  5.311  0.671  4.011  0.113
H  4.521  2.817  0.005  0.104
H  4.446  4.537  -0.320  0.121
H  6.931  2.843  0.185  0.055
H  6.480  3.840  -1.239  0.083
H  6.935  4.655  0.195  0.081
H  1.575  1.857  3.659  0.121
H  2.141  3.532  4.044  0.111
H  0.250  2.756  1.781  0.048
H  -0.105  3.771  3.184  0.082
H  0.958  4.340  1.942  0.083
C  8.571  -1.114  -0.142  -0.073
C  7.170  -0.573  -0.143  -0.223
O  6.598  -1.072  -1.403  -0.181
P  5.345  -0.454  -2.123  0.322
O  5.429  0.920  -2.601  -0.221
O  5.150  -1.508  -3.279  -0.183
C  6.237  -1.797  -4.141  -0.279
C  5.779  -2.851  -5.151  -0.067
O  4.132  -0.742  -1.171  -0.163
C  2.814  -0.842  -1.831  -0.238
C  2.065  0.444  -1.727  -0.069
H  8.555  -2.143  -0.517  0.081
H  9.321  -0.570  -0.706  0.080
H  8.931  -1.301  0.878  0.079
H  6.510  -0.986  0.624  0.109
H  7.157  0.500  0.070  0.101
H  6.641  -0.929  -4.666  0.123
H  7.081  -2.208  -3.575  0.113
H  6.560  -2.980  -5.896  0.076
H  5.508  -3.790  -4.676  0.075
H  4.859  -2.459  -5.595  0.079
H  2.887  -1.253  -2.838  0.111
H  2.322  -1.619  -1.241  0.120
H  1.890  0.645  -0.674  0.077
H  2.644  1.286  -2.102  0.077
H  1.068  0.383  -2.166  0.077

Properties
E_HOMO = -9.339 eV
relative energy (zero: lowest compared OMol25 entry of this formula, charge and spin) = 0.0 kcal/mol
electronic energy = -3137.09383 a.u.
Kohn-Sham gap = 9.89 eV
lowest unoccupied orbital energy = 0.6 eV
charge = 0
SMILES = CCOP(=O)(OCC)OCC.CCOP(=O)(OCC)OCC.CCOP(=O)(OCC)OCC.CN(C)C=O.CN(C)C=O
strongest force on any atom = 1.74 eV/A